This record from the OMol25 dataset describes the molecule C15H18N4O4S. The level of theory is wB97M-V/def2-TZVPD.

Element x y z (Å)
O (4.2913, -0.6143, 0.4849)
C (3.6693, 0.0185, -0.3404)
N (2.6293, 0.8210, -0.0689)
H (2.1090, 1.2317, -0.8361)
C (2.0060, 0.8913, 1.2366)
H (2.7068, 0.4319, 1.9375)
C (1.6638, 2.3399, 1.5832)
C (0.3673, 2.5951, 0.8165)
H (-0.2003, 3.4239, 1.2349)
C (-0.4056, 1.2710, 0.9012)
H (-0.9185, 1.0693, -0.0382)
H (-1.1621, 1.3169, 1.6844)
C (0.6369, 0.1873, 1.2329)
H (0.4471, -0.2416, 2.2166)
H (0.6288, -0.6314, 0.5124)
H (0.5856, 2.8322, -0.2250)
H (2.4632, 3.0246, 1.3057)
H (1.4918, 2.4198, 2.6568)
C (4.0217, -0.0384, -1.8311)
H (3.7779, 0.8774, -2.3644)
H (5.0728, -0.2970, -1.9477)
S (3.1141, -1.4147, -2.6207)
C (1.5382, -0.7261, -2.6479)
N (1.2007, 0.5185, -2.4621)
N (-0.1438, 0.5676, -2.5218)
C (-0.5698, -0.6265, -2.7486)
O (0.4618, -1.5138, -2.8453)
C (-1.9735, -1.1166, -2.7300)
N (-2.2895, -1.5370, -1.3828)
C (-3.0502, -0.7612, -0.5570)
O (-3.7075, 0.1793, -0.9484)
C (-3.0076, -1.1843, 0.8489)
C (-3.6658, -0.6732, 1.9380)
C (-3.2122, -1.4092, 3.0529)
C (-2.3124, -2.3097, 2.5664)
O (-2.1793, -2.1852, 1.2398)
H (-1.7226, -3.0644, 3.0489)
H (-3.5113, -1.2862, 4.0732)
H (-4.3775, 0.1255, 1.9213)
H (-1.7281, -2.2680, -0.9719)
H (-2.6524, -0.2963, -2.9750)
H (-2.0934, -1.9479, -3.4295)

Results
2S+1: 1
F_max (eV Å⁻¹): 1.62
Energy relative to the best compared isomer or geometry (same formula, charge and spin) (kJ/mol): 73.07
SMILES string: O=C(CSc1nnc(CNC(=O)c2ccco2)o1)NC1CCCC1
Total charge: 0
Frontier orbital gap (hartree): 0.350

These are the Mulliken partial charges, in e, on atoms 1 to 4: O -0.68; C 0.65; N -0.09; H 0.30

This record from the OMol25 dataset describes the molecule C4H8S2Si. The level of theory is wB97M-V/def2-TZVPD.

Element x y z (Å)
C (-0.1957, 0.0593, 0.4790)
C (0.2206, -0.6076, -0.6380)
C (0.7503, 0.9191, 1.1785)
C (1.6099, -0.6548, -1.2805)
Si (-2.0894, 0.1547, 0.6052)
S (-0.8132, -1.5036, -1.7067)
S (-2.6650, -1.1308, -1.0628)
H (0.5486, 0.9199, 2.2977)
H (0.7416, 2.0164, 0.9998)
H (1.8411, 0.6534, 0.8920)
H (1.4865, -0.8488, -2.3729)
H (1.9528, -1.3531, -0.6019)
H (2.0907, 0.3086, -1.1816)
H (-2.5221, -0.3694, 1.8571)
H (-2.9566, 1.4367, 0.5352)

Results
2S+1: 1
F_max (eV Å⁻¹): 3.22
Energy relative to the best compared isomer or geometry (same formula, charge and spin) (kJ/mol): 251.13
SMILES string: CC1=C(C)SS[SiH2]1
Total charge: 0
Frontier orbital gap (hartree): 0.307

These are the Mulliken partial charges, in e, on atoms 1 to 4: C 0.59; C 0.36; C -1.19; C -1.63

This record from the OMol25 dataset describes a cluster of 2 separate species, C3H7BrO3 in total. The level of theory is wB97M-V/def2-TZVPD.

Element x y z (Å)
C (0.1838, 1.2461, -0.7299)
C (0.7441, 0.2697, 0.3115)
C (-0.7471, -1.5458, 0.2576)
O (-0.8660, -1.6226, -1.1032)
O (-1.9407, -0.9657, 0.6795)
O (-0.3305, -2.6193, 1.0415)
Br (2.4312, -0.4539, -0.0762)
H (0.6817, 2.1618, -0.6940)
H (-0.7389, 1.4361, -0.4623)
H (0.1575, 0.8895, -1.7326)
H (0.8124, 0.6937, 1.2570)
H (-1.6421, -2.1005, -1.4018)
H (-2.1922, -1.3482, 1.5855)
H (0.6005, -2.7354, 1.0414)

Results
2S+1: 1
F_max (eV Å⁻¹): 5.27
Energy relative to the best compared isomer or geometry (same formula, charge and spin) (kJ/mol): 277.77
Total charge: 0
Frontier orbital gap (hartree): 0.313

These are the Mulliken partial charges, in e, on atoms 1 to 4: C -1.25; C -0.29; C 0.55; O -0.44

This record from the OMol25 dataset describes a cluster of 2 separate species, C2H6O in total. The level of theory is wB97M-V/def2-TZVPD.

Element x y z (Å)
C (1.1238, 0.6512, -0.1114)
C (1.1099, -0.6871, -0.1347)
H (1.9521, 1.1092, -0.2578)
H (0.1728, 1.1902, 0.0520)
H (2.0296, -1.2931, -0.2586)
H (0.1364, -1.0788, 0.3767)
H (-1.3625, -0.1094, 0.1750)
H (-2.8822, 0.2959, 0.4105)
O (-2.2799, -0.0781, -0.2516)

Results
2S+1: 1
F_max (eV Å⁻¹): 6.59
Energy relative to the best compared isomer or geometry (same formula, charge and spin) (kJ/mol): 148.20
SMILES string: C=C.O
Total charge: 0
Frontier orbital gap (hartree): 0.418

These are the Mulliken partial charges, in e, on atoms 1 to 4: C -0.38; C -0.38; H 0.32; H 0.08

This record from the OMol25 dataset describes the molecule C5H3NO. The level of theory is wB97M-V/def2-TZVPD.

Element x y z (Å)
N (2.9884, -0.7127, 0.0144)
C (1.9250, -0.2625, -0.0936)
C (0.5576, 0.0944, -0.1939)
C (0.0530, 1.2605, 0.3399)
O (-1.2046, 1.3250, 0.5736)
C (-1.6647, -0.5341, -0.1067)
C (-0.4715, -1.0176, -0.3777)
H (0.7638, 2.0892, 0.5112)
H (-2.7235, -0.3806, -0.0811)
H (-0.1006, -2.0325, -0.6414)

Results
2S+1: 1
F_max (eV Å⁻¹): 2.69
Energy relative to the best compared isomer or geometry (same formula, charge and spin) (kJ/mol): 266.46
Total charge: 0
Frontier orbital gap (hartree): 0.307

These are the Mulliken partial charges, in e, on atoms 1 to 4: N -0.43; C 0.17; C 0.16; C 0.04

This record from the OMol25 dataset describes a structure of composition C40H29CsF5NO4P2S. The level of theory is wB97M-V/def2-TZVPD.

Element x y z (Å)
Cs (-0.4221, -0.7815, 0.5865)
O (-2.6965, -4.6613, -0.6031)
C (-2.1518, -3.6220, -0.1849)
O (-1.3408, -2.8712, -0.7862)
C (-2.4944, -3.2174, 1.2502)
C (-2.7887, -4.1991, 2.1895)
C (-2.9901, -3.8129, 3.5053)
C (-2.8831, -2.4716, 3.8388)
C (-2.6123, -1.5523, 2.8323)
N (-2.4546, -1.9251, 1.5630)
C (-2.3687, -0.0675, 3.1672)
O (-3.0263, 0.4012, 4.1117)
O (-1.4913, 0.4835, 2.4582)
H (-2.8541, -5.2274, 1.8632)
H (-3.2124, -4.5561, 4.2634)
H (-3.0051, -2.1254, 4.8559)
C (-3.6031, 1.1314, -1.7316)
C (-2.7282, 1.5578, -0.5531)
P (-1.8982, 3.1754, -0.8831)
C (-0.9882, 3.3430, 0.6980)
C (0.3713, 3.0405, 0.6758)
C (1.1066, 3.0148, 1.8516)
C (0.4878, 3.3098, 3.0560)
C (-0.8605, 3.6318, 3.0828)
C (-1.5973, 3.6504, 1.9105)
C (-3.2725, 4.3755, -0.6185)
C (-2.9968, 5.7016, -0.9575)
C (-3.9495, 6.6962, -0.8078)
C (-5.2133, 6.3755, -0.3302)
C (-5.5049, 5.0609, 0.0012)
C (-4.5439, 4.0681, -0.1408)
C (-2.7290, 0.6994, -2.9141)
P (-1.9430, -0.9472, -2.4091)
C (-2.9713, -1.9608, -3.5714)
C (-3.0060, -1.6952, -4.9440)
C (-3.8594, -2.3911, -5.7820)
C (-4.6967, -3.3746, -5.2652)
C (-4.6563, -3.6610, -3.9118)
C (-3.7987, -2.9595, -3.0699)
C (-0.3899, -0.9117, -3.3885)
C (0.0987, -2.0878, -3.9643)
C (1.3138, -2.1017, -4.6292)
C (2.0792, -0.9457, -4.7137)
C (1.6313, 0.2143, -4.1007)
C (0.4133, 0.2272, -3.4372)
H (-4.2670, 1.9508, -2.0278)
H (-4.2344, 0.2901, -1.4250)
H (-1.9213, 0.8273, -0.4169)
H (-3.2600, 1.5902, 0.4000)
H (0.8511, 2.7968, -0.2666)
H (2.1549, 2.7448, 1.8225)
H (1.0535, 3.2643, 3.9784)
H (-1.3570, 3.8240, 4.0257)
H (-2.6558, 3.8745, 1.9545)
H (-2.0109, 5.9475, -1.3379)
H (-3.7147, 7.7213, -1.0694)
H (-5.9666, 7.1459, -0.2165)
H (-6.4874, 4.8063, 0.3810)
H (-4.7934, 3.0518, 0.1359)
H (-1.9675, 1.4591, -3.1019)
H (-3.3341, 0.5917, -3.8138)
H (-2.3515, -0.9381, -5.3597)
H (-3.8754, -2.1702, -6.8437)
H (-5.3699, -3.9153, -5.9208)
H (-5.2860, -4.4417, -3.5018)
H (-3.7416, -3.2223, -2.0233)
H (-0.4763, -3.0001, -3.8674)
H (1.6747, -3.0224, -5.0733)
H (3.0298, -0.9561, -5.2334)
H (2.2453, 1.1065, -4.1193)
H (0.0998, 1.1370, -2.9359)
F (6.8769, 2.1339, -2.2153)
C (5.9974, 1.5035, -1.4102)
C (4.6347, 1.6225, -1.6116)
F (4.1891, 2.3935, -2.6231)
C (3.7427, 0.9685, -0.7899)
F (2.4360, 1.1531, -1.0317)
C (4.1340, 0.1382, 0.2806)
S (3.0370, -0.6913, 1.2747)
C (5.5362, 0.0673, 0.4551)
F (6.0361, -0.6740, 1.4533)
C (6.4373, 0.7183, -0.3574)
F (7.7627, 0.6012, -0.1425)

Results
2S+1: 1
F_max (eV Å⁻¹): 4.43
Energy relative to the best compared isomer or geometry (same formula, charge and spin) (kJ/mol): 223.19
Total charge: -2
Frontier orbital gap (hartree): 0.218

These are the Mulliken partial charges, in e, on atoms 1 to 4: Cs 1.95; O -0.81; C 0.06; O -0.36

This record from the OMol25 dataset describes a structure of composition C34H55N4OP2SZn. The level of theory is wB97M-V/def2-TZVPD.

Element x y z (Å)
C (0.5932, 2.4591, -1.3200)
C (-1.7240, 2.1788, -1.6576)
C (0.5753, 3.6794, -1.9908)
C (-1.7931, 3.4799, -2.2275)
C (-0.6412, 4.2152, -2.4200)
H (1.5333, 4.1579, -2.1779)
H (-2.7734, 3.8186, -2.5579)
H (-0.6506, 5.1888, -2.9084)
N (-0.5239, 1.7445, -1.1248)
P (2.1898, 1.3958, 0.8217)
P (-2.6076, -0.4039, -1.1806)
C (1.9324, 1.7989, -0.9541)
H (2.0298, 0.8709, -1.5377)
H (2.7442, 2.4605, -1.2920)
C (-2.8128, 1.2746, -1.6656)
H (-3.7558, 1.6483, -2.0535)
C (-2.9760, -1.4149, -2.7166)
C (-3.7302, -0.7079, 0.2916)
C (3.7387, 0.3895, 0.8227)
C (2.2242, 3.0704, 1.6512)
C (-2.3063, -2.7948, -2.5665)
H (-2.6060, -3.3133, -1.6469)
H (-2.6082, -3.4108, -3.4239)
H (-1.2145, -2.7096, -2.5695)
C (-4.4913, -1.5564, -2.9223)
H (-4.9780, -2.1523, -2.1414)
H (-4.9775, -0.5745, -2.9941)
H (-4.6495, -2.0782, -3.8782)
C (-2.4032, -0.7076, -3.9577)
H (-2.6815, -1.2964, -4.8454)
H (-2.8223, 0.3000, -4.0676)
H (-1.3100, -0.6374, -3.9232)
C (-3.8026, -2.2212, 0.5539)
H (-2.8084, -2.6460, 0.7568)
H (-4.4212, -2.3849, 1.4467)
H (-4.2584, -2.7842, -0.2702)
C (-3.1045, -0.0175, 1.5224)
H (-2.1272, -0.4528, 1.7792)
H (-2.9642, 1.0593, 1.3634)
H (-3.7697, -0.1553, 2.3864)
C (-5.1090, -0.1001, 0.0251)
H (-5.6497, -0.6111, -0.7774)
H (-5.7094, -0.1883, 0.9413)
H (-5.0288, 0.9644, -0.2228)
C (2.7305, 2.8762, 3.0876)
H (2.6033, 3.8251, 3.6288)
H (2.1451, 2.1141, 3.6216)
H (3.7937, 2.6110, 3.1227)
C (0.8114, 3.6836, 1.7188)
H (0.4056, 3.8951, 0.7249)
H (0.1183, 3.0312, 2.2575)
H (0.8795, 4.6396, 2.2584)
C (3.0975, 4.0664, 0.8716)
H (3.2259, 4.9654, 1.4924)
H (4.0943, 3.6792, 0.6407)
H (2.6171, 4.3784, -0.0658)
C (3.6630, -0.7003, -0.2767)
H (3.8207, -0.2841, -1.2810)
H (4.4682, -1.4300, -0.1005)
H (2.7133, -1.2512, -0.2651)
C (3.9368, -0.3110, 2.1777)
H (3.1528, -1.0558, 2.3643)
H (4.9002, -0.8451, 2.1383)
H (3.9832, 0.3967, 3.0142)
C (4.9472, 1.2990, 0.5440)
H (4.8755, 1.7939, -0.4345)
H (5.0893, 2.0509, 1.3314)
H (5.8526, 0.6736, 0.5249)
Zn (-0.4885, -0.1682, -0.3075)
C (0.8240, 0.3781, 1.6347)
O (0.1223, 1.0079, 2.4865)
N (0.5001, -1.0252, -1.7586)
C (0.8925, -1.1175, -2.8673)
C (1.5113, -1.4335, -4.0927)
C (2.3841, -2.5354, -4.1322)
C (1.2702, -0.6767, -5.2650)
C (2.9788, -2.8966, -5.3389)
H (2.5772, -3.0907, -3.2087)
C (1.8642, -1.0567, -6.4670)
H (0.6186, 0.1985, -5.2127)
C (2.7125, -2.1713, -6.5121)
H (3.6532, -3.7524, -5.3605)
H (1.6648, -0.4869, -7.3804)
H (3.1666, -2.4706, -7.4597)
C (-0.9156, -3.6164, 4.7976)
N (-0.4788, -2.9998, 3.5453)
C (0.0732, -1.7915, 3.3769)
S (0.7074, -1.4683, 1.7028)
N (0.1879, -0.8818, 4.3326)
C (-0.3565, -0.9203, 5.6798)
H (-0.0745, -3.7543, 5.4924)
H (-1.3297, -4.6015, 4.5700)
H (-1.7082, -3.0134, 5.2525)
H (-0.4026, -3.5845, 2.7136)
H (0.3966, 0.0616, 3.9607)
H (0.0976, -1.7347, 6.2562)
H (-0.0870, 0.0227, 6.1660)
H (-1.4574, -0.9996, 5.6837)

Results
2S+1: 1
F_max (eV Å⁻¹): 4.91
Total charge: +1
Frontier orbital gap (hartree): 0.186

These are the Mulliken partial charges, in e, on atoms 1 to 4: C 0.10; C 1.19; C -0.69; C -1.12

This record from the OMol25 dataset describes a cluster of 9 separate species, C34H78F6N9O16S6 in total. The level of theory is wB97M-V/def2-TZVPD.

Element x y z (Å)
C (15.1297, -1.5777, 3.3318)
C (15.4142, -2.8778, 2.5174)
O (14.6046, -3.3388, 1.7102)
N (16.8025, -3.4458, 2.6245)
H (17.0710, -4.0043, 1.8268)
H (17.3938, -2.6325, 2.7196)
C (17.1046, -4.2547, 3.9186)
H (15.6024, -1.5789, 4.3140)
H (14.0924, -1.2437, 3.3080)
H (15.6563, -0.7493, 2.8579)
H (18.1398, -4.5841, 3.8307)
H (16.3690, -5.0436, 4.0758)
H (17.1705, -3.4470, 4.6475)
C (13.8566, 4.9428, -3.1955)
C (12.9062, 4.1081, -4.0456)
O (12.4110, 3.1670, -3.4562)
N (12.8083, 4.3333, -5.4782)
H (12.1120, 5.0170, -5.7386)
H (13.6770, 4.7624, -5.7632)
C (12.6411, 2.9766, -6.2271)
H (13.3992, 5.7425, -2.6130)
H (14.4776, 5.4808, -3.9117)
H (14.5804, 4.3557, -2.6303)
H (13.0562, 3.0701, -7.2306)
H (11.6670, 2.4995, -6.1185)
H (13.2251, 2.2288, -5.6906)
C (12.4813, 12.8856, 7.0219)
C (12.2194, 12.3771, 8.4122)
O (12.1245, 13.0713, 9.4352)
N (12.3087, 10.8323, 8.4929)
H (12.0690, 10.4921, 7.5726)
H (13.2736, 10.6131, 8.6956)
C (11.3446, 10.3286, 9.6427)
H (13.3998, 12.4925, 6.5861)
H (12.3766, 13.9668, 7.1124)
H (11.5770, 12.6151, 6.4768)
H (10.3182, 10.6284, 9.4316)
H (11.5778, 10.5955, 10.6735)
H (11.4436, 9.2436, 9.6100)
C (5.5751, 1.1948, -2.5662)
C (4.8099, 0.6076, -1.2993)
C (3.5422, -0.0819, -1.7342)
C (3.8231, -1.3422, -2.4476)
C (4.6843, -2.2860, -1.5477)
C (5.9686, -1.7749, -0.9938)
N (5.8060, -0.3084, -0.6258)
O (6.8915, 0.1846, 0.0975)
C (7.0241, -1.9055, -2.0755)
C (6.1810, -2.6605, 0.3041)
C (4.4217, 1.6731, -0.2205)
H (6.5500, 1.6583, -2.4152)
H (4.8646, 1.9611, -2.8763)
H (5.7980, 0.5280, -3.3991)
H (3.0306, 0.7046, -2.2891)
H (2.8403, -0.3619, -0.9487)
H (4.1675, -1.0642, -3.4437)
H (2.9024, -1.9256, -2.4431)
H (4.8330, -3.2718, -1.9885)
H (4.0399, -2.4740, -0.6889)
H (7.8950, -1.4452, -1.6087)
H (6.9568, -1.3950, -3.0362)
H (7.3066, -2.9582, -2.0897)
H (5.9368, -3.7038, 0.1041)
H (5.6238, -2.3672, 1.1939)
H (7.2222, -2.6370, 0.6256)
H (4.1950, 1.2263, 0.7476)
H (3.5576, 2.1434, -0.6897)
H (5.2418, 2.3648, -0.0281)
C (22.9845, 7.9932, -1.4869)
C (21.8870, 8.5692, -0.5484)
C (20.8140, 9.3976, -1.2090)
N (19.9384, 10.1962, -0.1766)
C (20.7956, 11.3757, 0.2243)
C (19.4239, 9.3569, 1.0084)
C (17.8838, 9.5759, 1.0668)
C (17.5459, 10.7119, 0.1870)
C (18.6095, 10.6882, -0.9090)
H (23.5966, 8.7294, -2.0079)
H (22.4623, 7.4934, -2.3028)
H (23.6504, 7.2857, -0.9928)
H (22.3085, 9.0114, 0.3543)
H (21.3529, 7.6718, -0.2361)
H (20.1605, 8.6546, -1.6661)
H (21.1142, 10.1906, -1.8939)
H (21.5284, 10.9273, 0.8952)
H (20.0472, 12.0258, 0.6775)
H (21.1394, 11.8870, -0.6749)
H (19.9672, 9.6008, 1.9213)
H (19.5399, 8.3714, 0.5574)
H (17.7239, 9.7405, 2.1323)
H (17.3135, 8.6585, 0.9207)
H (17.5978, 11.5640, 0.8648)
H (16.5532, 10.5996, -0.2488)
H (18.8736, 11.6588, -1.3288)
H (18.3417, 9.9578, -1.6726)
C (6.3590, 15.5998, 0.5114)
C (6.4675, 16.5591, 1.7642)
C (5.1698, 16.5533, 2.6186)
N (5.3610, 17.4140, 3.9072)
C (6.4706, 16.8813, 4.7908)
C (5.4851, 18.8968, 3.5410)
C (5.0286, 19.6594, 4.7557)
C (3.9865, 18.7423, 5.6240)
C (4.0280, 17.4538, 4.7495)
H (7.3411, 15.2274, 0.2203)
H (5.8769, 16.2800, -0.1908)
H (5.6963, 14.7507, 0.6790)
H (6.6759, 17.5722, 1.4204)
H (7.3716, 16.2802, 2.3053)
H (5.0191, 15.5380, 2.9854)
H (4.2847, 16.9886, 2.1546)
H (6.2028, 17.0650, 5.8313)
H (7.4436, 17.3467, 4.6336)
H (6.5827, 15.8027, 4.6808)
H (6.5304, 19.0205, 3.2580)
H (4.8518, 19.0480, 2.6667)
H (5.8512, 19.9641, 5.4027)
H (4.5669, 20.6212, 4.5325)
H (4.3340, 18.5703, 6.6427)
H (2.9576, 19.1015, 5.6443)
H (3.9828, 16.5903, 5.4130)
H (3.2077, 17.3052, 4.0472)
N (10.6330, 7.6807, 4.5155)
S (10.3691, 6.2979, 4.1134)
O (10.7291, 5.9284, 2.6917)
O (9.1770, 5.7465, 4.7482)
F (11.5586, 5.5374, 4.8739)
S (9.4373, 8.3407, 3.4720)
O (8.3629, 7.5314, 2.9075)
O (9.9502, 9.3025, 2.5126)
F (8.6176, 9.1860, 4.5748)
N (3.4194, 14.2686, 11.2856)
S (4.6218, 14.5796, 12.4338)
O (5.8947, 15.0261, 11.9372)
O (4.4361, 13.8944, 13.7370)
F (3.9564, 15.9816, 12.7591)
S (4.1212, 13.0348, 10.8240)
O (3.9778, 11.8617, 11.6963)
O (5.3773, 13.1589, 10.0305)
F (3.0633, 12.7059, 9.6407)
N (3.5595, 2.9914, 8.3560)
S (4.0574, 4.5629, 7.8404)
O (4.1244, 4.7458, 6.4306)
O (4.9288, 5.3012, 8.7405)
F (2.6845, 5.2872, 8.0390)
S (4.8597, 2.3612, 8.0426)
O (6.0734, 2.4914, 8.8032)
O (4.9884, 1.8118, 6.7176)
F (4.3041, 0.9786, 8.7400)

Results
2S+1: 1
F_max (eV Å⁻¹): 10.79
Total charge: +3
Frontier orbital gap (hartree): 0.059

These are the Mulliken partial charges, in e, on atoms 1 to 4: C -1.03; C 0.54; O -0.41; N -0.14